{"formula": "C39H99N23O14", "method": "ωB97M-V/def2-TZVPD", "smiles": "C#CCO[C@@H](CCCCCCCCCCCCCCC)[C@@H](OCCC)OCNCCCC.NC(N)=O.NC(N)=O.NC(N)=O.NC(N)=O.NC(N)=O.NC(N)=O.NC(N)=O.NC(N)=O.NC(N)=O.NC(N)=O.NC(N)=O", "homo_energy_ev": -8.9, "spin_multiplicity": 1, "homo_lumo_gap_ev": 9.215, "elements": ["C", "C", "C", "O", "C", "C", "C", "C", "C", "C", "C", "C", "C", "C", "C", "C", "C", "C", "C", "C", "C", "O", "C", "C", "C", "O", "C", "N", "C", "C", "C", "C", "H", "H", "H", "H", "H", "H", "H", "H", "H", "H", "H", "H", "H", "H", "H", "H", "H", "H", "H", "H", "H", "H", "H", "H", "H", "H", "H", "H", "H", "H", "H", "H", "H", "H", "H", "H", "H", "H", "H", "H", "H", "H", "H", "H", "H", "H", "H", "H", "H", "H", "H", "H", "H", "H", "H", "C", "O", "N", "N", "H", "H", "H", "H", "C", "O", "N", "N", "H", "H", "H", "H", "C", "O", "N", "N", "H", "H", "H", "H", "C", "O", "N", "N", "H", "H", "H", "H", "C", "O", "N", "N", "H", "H", "H", "H", "C", "O", "N", "N", "H", "H", "H", "H", "C", "O", "N", "N", "H", "H", "H", "H", "C", "O", "N", "N", "H", "H", "H", "H", "C", "O", "N", "N", "H", "H", "H", "H", "C", "O", "N", "N", "H", "H", "H", "H", "C", "O", "N", "N", "H", "H", "H", "H"], "xyz": [[-3.89281, 1.58101, 1.87391], [-2.85899, 2.29965, 1.46209], [-1.51944, 3.13607, 1.04353], [-0.36834, 2.79609, 1.86769], [0.18496, 1.48573, 1.45753], [1.68405, 1.64569, 0.81727], [2.60636, 2.71266, 1.62071], [4.18993, 2.26952, 1.68954], [4.77239, 1.78295, 0.26519], [6.32757, 1.32602, 0.28075], [6.53649, 0.31297, 1.52370], [7.58242, -0.88894, 1.26052], [7.34880, -1.97014, 2.48077], [7.73300, -1.38428, 3.93745], [6.54291, -1.51609, 5.04367], [5.47613, -0.30758, 5.00728], [4.06347, -0.62943, 5.74104], [2.99103, -1.02641, 4.60076], [3.23173, -2.46249, 3.90044], [3.55812, -3.67845, 4.91652], [0.15507, 0.41784, 2.70365], [-1.15549, 0.39061, 3.32820], [-1.08739, 0.03900, 4.73652], [-1.54028, -1.48744, 5.07006], [-0.35688, -2.35178, 5.81821], [0.62362, -0.88377, 2.25569], [-0.28731, -1.49663, 1.29621], [-0.65308, -2.87709, 1.73976], [0.31742, -3.91267, 1.24595], [0.24963, -4.19576, -0.34456], [1.67451, -3.79195, -1.05143], [1.40946, -2.68954, -2.23069], [-4.61062, 0.99158, 2.56906], [-1.29918, 3.02432, -0.09845], [-1.82413, 4.26092, 1.17507], [-0.49746, 1.14234, 0.57628], [1.53222, 2.05194, -0.25701], [2.24736, 0.63699, 0.74916], [2.48215, 3.80341, 1.28220], [2.24693, 2.66503, 2.73305], [4.85029, 3.16468, 2.04976], [4.24096, 1.47577, 2.52953], [4.72281, 2.71568, -0.43998], [4.11996, 0.97795, -0.25105], [7.01835, 2.24899, 0.47325], [6.68370, 0.86160, -0.71601], [5.49794, -0.19467, 1.70775], [6.76730, 0.88173, 2.50922], [7.36661, -1.45535, 0.28417], [8.67272, -0.48206, 1.33130], [6.20057, -2.15780, 2.49053], [7.88458, -2.94684, 2.19340], [8.59772, -2.06048, 4.34127], [8.15965, -0.30870, 3.92689], [6.08556, -2.57040, 4.99644], [7.07614, -1.44945, 6.08229], [5.22932, -0.04342, 3.91522], [5.89352, 0.66848, 5.49252], [4.13770, -1.36512, 6.62041], [3.69759, 0.38403, 6.19243], [3.08646, -0.22576, 3.75381], [1.90050, -0.90876, 4.99618], [2.22812, -2.73676, 3.37089], [4.00087, -2.34823, 3.03364], [4.51493, -4.19576, 4.53497], [3.66016, -3.37763, 6.02078], [2.66545, -4.42812, 4.86961], [0.97042, 0.80785, 3.44451], [-1.86643, 0.72161, 5.27785], [-0.07759, 0.25418, 5.24362], [-2.40487, -1.44147, 5.85465], [-1.96395, -2.06167, 4.16878], [0.34479, -1.64622, 6.43010], [0.31560, -2.74123, 4.94455], [-0.77630, -3.20657, 6.46871], [-1.26379, -0.91809, 1.11461], [0.27514, -1.50909, 0.27286], [-0.54026, -2.89148, 2.77947], [0.01904, -4.90902, 1.77979], [1.41643, -3.71912, 1.54685], [0.14245, -5.34424, -0.52397], [-0.56184, -3.59995, -0.90327], [2.19909, -4.69757, -1.54214], [2.41627, -3.29578, -0.31937], [2.37523, -2.38806, -2.78170], [0.95737, -1.71123, -1.79333], [0.61120, -3.14696, -2.92083], [-1.93616, -7.20828, -1.96567], [-1.13877, -6.56604, -2.63597], [-2.37409, -8.43280, -2.32817], [-2.44785, -6.74677, -0.80169], [-3.02644, -8.97499, -1.79108], [-2.01511, -8.81278, -3.19006], [-2.14448, -5.83438, -0.49626], [-3.10247, -7.25729, -0.23652], [-7.65166, -1.08397, 0.02982], [-8.78077, -1.52138, -0.15057], [-6.58743, -1.88613, 0.26647], [-7.36845, 0.23634, 0.00867], [-5.65371, -1.54729, 0.41668], [-6.75739, -2.87963, 0.29015], [-8.13488, 0.86748, -0.16494], [-6.44862, 0.61509, 0.15391], [-11.77942, -3.63576, 1.42729], [-11.93698, -4.20405, 0.35735], [-10.88595, -2.63530, 1.59938], [-12.48758, -3.95916, 2.53744], [-10.74323, -2.15743, 2.47084], [-10.33629, -2.36284, 0.79509], [-13.16461, -4.70094, 2.45029], [-12.37374, -3.50511, 3.42578], [3.64622, -0.00202, -4.54501], [2.81675, -0.24271, -3.68043], [4.97888, -0.00228, -4.29942], [3.30696, 0.28606, -5.82245], [5.67617, 0.19277, -4.99533], [5.27238, -0.21247, -3.35802], [2.32108, 0.29625, -6.04665], [3.97319, 0.48653, -6.54684], [-3.98768, 6.78299, 2.42356], [-5.11564, 6.34358, 2.25028], [-2.91991, 5.98762, 2.65822], [-3.70703, 8.10739, 2.39598], [-1.98553, 6.33147, 2.80313], [-3.08605, 4.99306, 2.68736], [-4.47570, 8.73628, 2.22376], [-2.78734, 8.48724, 2.53608], [0.27910, 1.41605, -8.29650], [1.25398, 1.09214, -7.62915], [0.22197, 1.24599, -9.63695], [-0.82406, 1.97201, -7.75355], [-0.56812, 1.50567, -10.20053], [1.02663, 0.83325, -10.08250], [-0.82198, 2.11603, -6.75552], [-1.63409, 2.24516, -8.28486], [0.93777, 7.64963, 3.40990], [-0.19086, 7.21168, 3.23917], [2.00249, 6.84943, 3.64264], [1.22017, 8.97230, 3.38111], [2.93685, 7.18867, 3.78538], [1.83264, 5.85548, 3.67169], [0.45203, 9.60242, 3.21005], [2.13995, 9.35133, 3.51893], [-7.27935, 3.39022, -1.91437], [-6.41685, 2.72692, -1.36000], [-7.83193, 3.02909, -3.09650], [-7.75832, 4.54472, -1.39534], [-8.54176, 3.56039, -3.56797], [-7.50112, 2.17381, -3.51585], [-7.37102, 4.84805, -0.51422], [-8.46679, 5.10454, -1.83484], [-3.85848, 4.47939, -9.05158], [-3.53761, 3.29991, -9.00523], [-4.63739, 4.98542, -10.03490], [-3.46267, 5.38080, -8.12415], [-4.91184, 5.94981, -10.09094], [-4.95335, 4.34455, -10.74626], [-2.88007, 5.04249, -7.37381], [-3.71524, 6.35266, -8.14462], [1.01106, -9.81390, -1.44126], [-0.11063, -10.26504, -1.61947], [2.08687, -10.60241, -1.20486], [1.27707, -8.48730, -1.46468], [3.01593, -10.25153, -1.05616], [1.92989, -11.59787, -1.17968], [0.50069, -7.86438, -1.63939], [2.19138, -8.09749, -1.32083], [2.80153, 4.83588, -6.26416], [2.66568, 6.04430, -6.13910], [3.08788, 4.02028, -5.22240], [2.67771, 4.20578, -7.45503], [3.20282, 3.02462, -5.30534], [3.18841, 4.45075, -4.31650], [2.46403, 4.77770, -8.25712], [2.78534, 3.21345, -7.57757]], "atomic_forces_ev_per_a": [[5.822, 3.705, -1.028], [-4.433, -3.631, 2.107], [-1.709, 0.404, -0.179], [-0.798, -0.988, -1.501], [-0.258, -0.608, -0.898], [-0.110, 0.946, -0.032], [0.307, -0.702, 1.288], [-0.327, 0.257, -0.098], [0.380, 0.940, -0.876], [0.175, 0.350, 1.273], [-0.577, -0.719, -0.635], [-0.320, -0.022, 1.799], [-0.639, 1.072, -0.701], [0.560, -1.225, 0.674], [1.086, 0.762, 0.641], [-0.312, -0.151, 0.195], [-0.257, 1.240, -0.774], [-0.035, 0.291, -0.155], [-1.115, 0.198, -0.126], [-0.428, -0.297, -0.669], [0.725, 1.294, -0.318], [2.543, -0.326, 0.400], [-1.427, -0.266, 1.230], [-0.075, -0.294, 1.628], [0.368, 0.715, -1.435], [-1.666, 1.381, 0.055], [-0.195, -0.388, -1.274], [1.699, 0.344, 0.012], [-0.167, -1.566, -0.059], [1.687, -0.272, -0.133], [-0.177, 1.067, -0.920], [-0.231, -0.347, 0.617], [1.554, 1.451, -1.887], [-0.431, -0.161, 2.084], [0.955, -2.178, 0.047], [1.213, 0.094, 1.728], [0.299, -0.855, 1.668], [-1.260, 1.531, 0.230], [0.089, -1.780, 0.242], [0.598, 0.334, -1.884], [-1.262, -1.507, -0.599], [0.116, 1.050, -1.577], [-0.103, -1.600, 1.161], [1.088, 1.160, 1.081], [-1.316, -1.487, -0.473], [-0.831, 0.636, 1.580], [1.790, 0.769, -0.339], [-0.206, -0.931, -1.795], [0.439, 1.174, 1.282], [-1.841, -0.831, -0.453], [1.918, 0.040, -0.093], [-0.759, 1.455, 0.803], [-1.419, 1.305, -0.671], [-0.857, -1.677, -0.194], [0.434, 1.744, -0.119], [-0.992, -0.226, -1.735], [0.399, -0.417, 1.628], [-0.325, -1.888, -0.887], [-0.012, 0.960, -1.492], [0.551, -1.813, -0.680], [-0.202, -1.324, 1.505], [1.975, -0.508, -0.601], [1.825, 0.637, 0.810], [-1.096, -0.309, 1.738], [-1.522, 0.586, 0.922], [0.036, -0.309, -1.806], [1.749, 1.177, 0.091], [-1.507, -0.909, -1.079], [1.413, -1.067, -1.137], [-1.265, -0.278, -1.127], [1.385, 0.084, -1.527], [0.791, 1.085, 1.215], [-1.504, -1.329, -0.839], [-1.025, 0.281, 1.790], [0.777, 1.399, -1.155], [1.574, -0.536, 0.760], [-1.019, -0.314, 1.755], [-0.375, 0.242, -1.147], [0.498, 1.783, -0.821], [-1.612, -0.072, -0.479], [-0.216, 2.196, 0.291], [0.997, -1.087, 1.141], [-0.909, 1.358, 0.912], [-1.197, -1.001, -0.870], [-1.709, -0.607, 0.773], [0.801, -1.661, -0.668], [1.377, 0.813, 0.719], [-0.242, -0.316, -0.273], [0.379, 0.068, 0.037], [-0.300, -0.232, -0.648], [-0.096, 0.709, 0.811], [0.197, 0.018, -0.004], [0.015, -0.031, 0.327], [-0.100, -0.188, -0.046], [0.092, 0.021, -0.100], [-0.121, 0.335, -0.002], [-0.144, -0.100, -0.014], [0.416, -0.898, 0.173], [-0.286, 0.427, 0.112], [-0.106, 0.021, -0.064], [0.058, 0.245, -0.024], [0.303, -0.077, -0.023], [-0.082, 0.124, -0.210], [0.277, 0.110, -0.516], [-0.114, -0.075, 0.129], [0.367, 0.339, -0.257], [-0.802, -0.588, 0.704], [-0.051, -0.082, -0.102], [0.152, 0.097, 0.138], [0.178, 0.201, 0.036], [0.011, -0.035, -0.141], [-0.370, -0.097, 0.024], [0.142, 0.128, 0.040], [0.916, -0.064, 0.608], [-0.507, 0.251, -0.282], [-0.106, -0.038, 0.059], [-0.050, 0.058, -0.239], [0.185, 0.090, -0.252], [-0.094, -0.110, 0.049], [-0.274, -0.533, -0.012], [-0.103, 0.131, -0.049], [0.360, -0.745, 0.002], [-0.165, 1.136, -0.116], [0.095, 0.097, 0.107], [-0.102, 0.238, 0.103], [0.196, -0.187, 0.052], [-0.024, -0.189, 0.024], [-0.499, 0.196, 0.197], [0.475, -0.048, 0.043], [0.491, -0.250, -0.804], [-0.191, 0.196, 0.553], [0.022, -0.006, 0.139], [-0.234, 0.073, 0.089], [-0.009, -0.061, -0.236], [-0.163, 0.073, -0.012], [-0.067, -0.134, -0.020], [-0.186, 0.063, -0.063], [0.317, -0.771, 0.106], [-0.247, 0.852, -0.091], [-0.125, -0.013, -0.023], [0.056, 0.203, -0.021], [0.231, -0.125, 0.049], [-0.105, -0.072, -0.015], [0.327, -0.115, 0.237], [-0.046, -0.030, -0.011], [-0.144, -0.537, -0.811], [-0.097, 0.662, 0.618], [0.079, -0.058, 0.085], [-0.102, 0.196, 0.100], [-0.054, -0.025, -0.178], [0.087, -0.094, 0.040], [0.088, -0.086, 0.081], [0.199, -0.186, -0.028], [-0.472, -0.097, -0.750], [0.403, 0.189, 0.683], [0.045, -0.113, 0.037], [0.056, 0.175, 0.168], [-0.134, 0.143, -0.158], [0.031, -0.119, -0.008], [-0.415, 0.138, -0.083], [0.130, -0.172, 0.032], [0.552, -0.899, 0.153], [-0.213, 0.710, 0.038], [-0.130, -0.012, -0.025], [0.056, 0.257, -0.009], [0.180, 0.046, -0.175], [-0.102, -0.075, -0.032], [-0.045, 0.442, 0.079], [-0.025, -0.001, -0.001], [0.238, -0.252, 0.859], [-0.058, -0.120, -0.972], [-0.102, 0.009, -0.027], [-0.036, -0.117, -0.236], [0.057, -0.144, 0.223], [-0.188, 0.000, 0.083]]}